(1)
C3H14O4 | ωB97M-V with the def2-TZVPD basis set

E_HOMO   -0.411 Eh
Total energy   -423.6126 a.u.
M   114.14 u
Energy above the lowest of the compared OMol25 structures with the same formula, charge and spin   146.86 kJ/mol
HOMO-LUMO gap   11.337 eV
Total charge   0

Geometry as XYZ:
```
21
Properties=species:S:1:pos:R:3:mulliken_charge:R:1
C -0.22601 2.79720 -0.75588 -1.11
C -0.84581 1.43217 -0.77254 -0.45
C -0.50374 0.40264 0.33174 0.08
O -0.97775 -0.89295 -0.12285 -0.56
H -0.67678 3.54078 -0.09702 0.33
H -0.48168 3.25408 -1.72467 0.34
H 0.85988 2.83336 -0.74139 0.27
H -1.95487 1.33400 -0.73583 0.30
H -0.64081 0.98458 -1.75565 0.30
H 0.55469 0.39172 0.57397 -0.23
H -1.13337 0.57188 1.19862 0.32
H -1.45649 -1.33501 0.60211 0.29
O 0.54565 -1.71132 2.15931 -0.62
H -0.00280 -1.59957 1.36211 0.36
H 0.04748 -2.25833 2.77514 0.30
O 3.13303 0.31881 0.42408 -0.65
H 2.33502 0.48864 -0.08840 0.42
H 2.95684 0.05102 1.32917 0.30
O -0.41819 -3.75560 -1.60305 -0.63
H -0.37211 -2.79773 -1.61779 0.34
H -0.74219 -4.05036 -0.74118 0.29
```


(2)
C3H14O5 | ωB97M-V with the def2-TZVPD basis set

E_HOMO   -0.371 Eh
Total energy   -498.8385 a.u.
M   130.14 u
Energy above the lowest of the compared OMol25 structures with the same formula, charge and spin   184.29 kJ/mol
HOMO-LUMO gap   10.672 eV
Total charge   0

Geometry as XYZ:
```
22
Properties=species:S:1:pos:R:3:mulliken_charge:R:1
O 1.28731 -0.56206 -1.57476 -0.60
C -0.10782 -0.29638 -1.76612 -0.67
C -0.76289 0.25154 -0.42709 0.21
C -2.28422 0.25137 -0.44038 -0.72
O -2.80854 1.61775 -0.40704 -0.56
H 1.70344 0.28003 -1.34119 0.33
H -0.14508 0.45728 -2.54266 0.37
H -0.56488 -1.23193 -2.04630 0.41
H -0.23647 -0.07477 0.45835 0.07
H -0.37224 1.28635 -0.46015 0.22
H -2.67057 -0.01304 -1.42000 0.28
H -2.68583 -0.14567 0.49995 0.36
H -3.01999 1.85343 0.50078 0.29
O 1.83089 -0.23715 1.66465 -0.66
H 1.61236 -0.38461 0.73883 0.31
H 1.08491 -0.55957 2.18173 0.37
O 0.33650 -2.41110 1.40687 -0.62
H -0.00995 -3.30276 1.35369 0.28
H 1.11430 -2.23911 0.87028 0.33
O 2.29130 1.88544 0.57167 -0.64
H 2.89433 1.40104 1.13287 0.33
H 1.51317 2.17395 1.04601 0.33
```


(3)
C3H14O5 | ωB97M-V with the def2-TZVPD basis set

E_HOMO   -0.321 Eh
Total energy   -498.8271 a.u.
M   130.14 u
Energy above the lowest of the compared OMol25 structures with the same formula, charge and spin   214.21 kJ/mol
HOMO-LUMO gap   9.299 eV
Total charge   0

Geometry as XYZ:
```
22
Properties=species:S:1:pos:R:3:mulliken_charge:R:1
C 2.82602 -0.56623 0.69021 -0.93
C 1.70104 0.28660 0.35270 -0.75
C 0.53889 0.38455 1.07955 0.07
O -0.24664 1.44073 1.05666 -0.44
H 3.36813 -0.22080 1.62774 0.27
H 2.24336 -1.51110 0.99831 0.20
H 3.48151 -0.83371 -0.11508 0.32
H 1.70792 1.15628 -0.25333 0.42
H 0.18160 -0.44762 1.57177 0.49
H -1.14251 1.00970 1.19856 0.39
O -1.51860 -2.15041 -0.30675 -0.86
H -0.80569 -2.32076 0.31787 0.29
H -0.92348 -1.58705 -1.11853 0.55
O -2.45473 -0.51967 1.46826 -0.68
H -2.32057 -1.13267 0.75512 0.39
H -3.49362 -0.54030 1.36484 0.34
O -0.26220 2.27595 -1.96202 -0.65
H -0.18078 2.54914 -1.06951 0.30
H 0.20118 2.91566 -2.62601 0.33
O 0.27890 -0.89261 -1.81522 -0.77
H 0.75602 -0.97354 -0.94003 0.31
H 0.15724 0.07531 -1.97383 0.41
```


(4)
C3H14O5 | ωB97M-V with the def2-TZVPD basis set

E_HOMO (spin up / spin down)   -0.518 / -0.518 Eh
Total energy   -498.5560 a.u.
M   130.14 u
Energy above the lowest of the compared OMol25 structures with the same formula, charge and spin   126.04 kJ/mol
Spin multiplicity   2
HOMO-LUMO gap (spin up / spin down)   9.730 / 6.044 eV
Total charge   +1

Geometry as XYZ:
```
22
Properties=species:S:1:pos:R:3:mulliken_charge:R:1
C 2.16836 -1.47825 -0.93693 -0.80
C 1.55234 -0.38939 -1.55984 0.92
O 2.16125 0.76396 -1.48893 -0.41
C 0.24572 -0.49612 -2.19417 -0.69
H 1.71513 -2.44021 -0.73128 0.33
H 3.18269 -1.41770 -0.54723 0.32
H 2.22399 1.25436 -2.33769 0.41
H 0.08181 0.34343 -2.85665 0.35
H 0.07510 -1.49998 -2.56036 0.34
H -0.50977 -0.37820 -1.36240 0.23
H -1.37075 1.04501 1.57756 0.38
H -2.81517 1.56448 1.29020 0.32
O -2.30859 0.81207 1.62956 -0.67
H -0.89943 -0.08709 3.61409 0.33
H 0.22865 -0.97320 3.06748 0.30
O 0.03456 -0.30139 3.72796 -0.63
H -2.81841 -1.33706 -1.09296 0.28
H -2.57609 -0.65107 0.24172 0.34
O -2.12781 -0.86188 -0.60651 -0.63
H 0.94482 2.04118 1.73704 0.36
H 0.59250 2.19759 0.25351 0.28
O 0.21911 2.28947 1.13583 -0.67
```


(5)
C3H15N2O2 | ωB97M-V with the def2-TZVPD basis set

E_HOMO   -0.474 Eh
Total energy   -383.0235 a.u.
M   111.16 u
Energy above the lowest of the compared OMol25 structures with the same formula, charge and spin   137.47 kJ/mol
HOMO-LUMO gap   9.805 eV
Total charge   +1

Geometry as XYZ:
```
22
Properties=species:S:1:pos:R:3:mulliken_charge:R:1
N 0.15480 -1.44498 0.18017 -0.20
C -1.08027 -0.84484 -0.63467 0.22
C -0.93655 -1.05452 -2.08931 -1.28
C -1.04963 0.67456 -0.20502 -0.67
N -0.27513 1.41816 -1.12097 -0.44
H 0.97813 -1.48611 -0.40930 0.42
H 0.05535 -2.36948 0.62468 0.34
H 0.41568 -0.69895 0.87455 0.10
H -1.99708 -1.21411 -0.14788 0.32
H -0.07916 -0.60566 -2.57281 0.37
H -1.67297 -0.53576 -2.72946 0.38
H -0.99188 -2.13465 -2.55857 0.33
H -2.10216 0.88897 -0.34762 0.48
H -0.82103 0.65622 0.87686 0.24
H -0.54479 2.38965 -1.04343 0.22
H 0.72765 1.27592 -1.20190 0.19
H 1.11727 -0.56454 3.53776 0.27
H 0.53083 0.69918 3.46933 0.31
O 0.61509 -0.05731 2.84865 -0.61
H 1.94855 1.44286 1.48235 0.29
H 2.66779 2.23761 0.56296 0.33
O 2.33950 1.32779 0.60361 -0.60
```


(6)
C3H15N2O3 | ωB97M-V with the def2-TZVPD basis set

E_HOMO   -0.502 Eh
Total energy   -458.2396 a.u.
M   127.16 u
Energy above the lowest of the compared OMol25 structures with the same formula, charge and spin   241.21 kJ/mol
HOMO-LUMO gap   10.851 eV
Total charge   +1

Geometry as XYZ:
```
23
Properties=species:S:1:pos:R:3:mulliken_charge:R:1
C 0.59392 2.01867 1.39144 -0.96
C -0.75743 1.85182 0.55217 -0.69
N -0.75668 0.55708 -0.07474 0.07
C -1.55990 -0.35956 0.52141 0.21
N -1.72093 -1.61666 0.01074 -0.27
H 1.34084 2.45837 0.73955 0.33
H 0.18940 2.50892 2.21328 0.39
H 0.78377 1.17683 2.03344 0.26
H -1.60496 1.95251 1.19983 0.42
H -0.75044 2.73596 -0.26493 0.28
H -0.21704 0.41735 -0.92553 0.27
H -2.15262 0.08530 1.36001 0.30
H -1.06747 -1.95936 -0.74578 0.22
H -2.12991 -2.33796 0.41362 0.20
H 2.06127 -2.07955 -2.25554 0.28
H 2.57596 -1.86537 -0.80493 0.27
O 2.03159 -1.60041 -1.48499 -0.61
H -0.03562 0.09059 -3.49886 0.29
H 0.66630 -0.60189 -2.31128 0.35
O -0.14341 -0.17959 -2.62557 -0.65
H 0.87685 -1.23647 2.20560 0.28
H 1.26345 -0.77298 0.96530 0.26
O 0.51307 -1.24360 1.38577 -0.50
```